DFT (ωB97M-V/def2-TZVPD) results for 8 unconnected molecules or ions with the total composition C45H112NO29P7 at a distorted geometry.

```
194
Properties=species:S:1:pos:R:3
H 0.50 -2.52 -3.79
H -1.64 -7.59 -0.94
H 10.86 3.48 -1.54
C -5.77 -4.89 1.44
H -9.34 -1.79 0.55
H 6.91 -3.38 -0.04
C 4.75 8.96 -0.42
C 1.39 -2.00 -4.14
H 1.51 0.08 4.73
H 2.46 2.12 1.20
H -2.30 -5.77 0.66
P -7.16 -3.16 -1.22
H 0.72 3.27 -0.10
O 0.23 2.11 5.99
C -5.78 -5.16 -0.06
O -4.78 3.60 1.14
C -6.15 1.27 -0.31
H 1.30 -4.60 2.79
H 1.82 -7.58 -1.34
H 4.35 3.01 2.16
H -5.83 -6.22 -0.32
H -2.22 2.55 -0.36
H -7.94 0.50 0.56
H -5.74 -3.80 1.55
H -5.69 4.89 3.67
H -4.95 -5.43 1.90
C 7.63 -1.31 -0.40
H 2.23 5.68 3.85
H 7.03 7.09 -1.84
H 2.11 0.06 -3.94
O 0.23 1.83 -1.37
O -7.37 4.03 1.43
C 1.88 -4.91 -0.38
H 0.57 -7.61 -2.55
H 4.73 10.02 -0.16
H -4.84 -4.86 -0.51
H 3.30 1.99 -0.36
H 0.34 -1.38 3.04
C -6.90 0.61 0.90
H 5.58 2.55 1.00
H 1.61 -2.31 -5.16
C -1.83 -7.74 0.12
H 1.87 -8.79 -2.65
C -9.15 -4.81 -3.41
C -3.02 3.28 5.01
H -6.59 -5.14 2.10
O 4.28 4.12 0.49
O 8.02 -0.26 -3.22
H -1.21 -8.59 0.40
C 5.22 0.43 -4.58
H -4.82 6.68 -3.22
H -6.42 5.91 -3.48
O -7.43 -2.23 0.05
O 4.13 6.74 0.35
H 3.53 8.49 1.36
O 1.25 -8.22 0.98
C 6.54 -2.37 -0.23
C 4.55 2.90 1.10
O 1.26 4.07 4.57
H -8.70 -5.35 -2.58
C 4.40 8.13 0.81
H 7.62 4.94 -1.40
C 1.33 -5.27 3.65
H -6.14 6.94 -2.11
H 2.39 0.01 3.25
C -7.41 5.16 2.22
C -1.50 3.34 -0.16
H -6.79 5.75 4.43
H -8.92 -3.48 0.86
C -5.66 6.19 -2.74
C 1.43 0.31 3.67
P 0.61 0.20 -1.48
C 2.87 -5.35 4.02
H 5.97 -2.04 0.64
O 0.11 -0.14 -3.02
O -0.91 2.95 3.72
H -3.39 -1.49 -1.75
C 1.64 -7.75 -2.40
O -6.03 -2.71 -2.07
H -2.22 0.51 -1.52
H -1.90 -1.87 -2.38
H 10.33 0.98 -2.16
H -8.94 -2.81 2.94
O 1.30 1.70 3.50
H -0.19 1.89 0.71
O -6.20 5.07 -0.62
C -6.78 4.99 3.65
H -6.27 0.74 -1.25
O 8.41 1.79 -1.55
H 4.23 0.31 -5.02
C 10.41 2.84 -0.78
H 8.43 -1.69 -1.04
H 2.58 4.18 3.03
H -6.43 -0.36 1.03
C -8.33 -2.11 2.37
C 1.77 4.77 3.45
H -7.75 -3.37 -3.78
H 9.76 3.40 -0.12
C -1.94 -0.33 -0.88
O -7.02 -4.67 -0.59
H 3.54 0.85 0.90
H -8.46 5.44 2.29
C -1.57 -6.53 0.92
H -7.38 -2.43 2.77
H 3.98 8.54 -1.08
H -7.12 4.04 4.04
O 6.42 5.52 0.14
C -2.03 3.83 4.05
C 3.42 1.92 0.72
H -1.71 3.84 0.78
H -10.22 -4.86 -3.23
H 2.10 -3.20 0.81
C 0.70 4.92 2.35
H -8.43 -1.04 2.52
C -8.75 -3.34 -3.35
H -2.53 2.72 5.80
O -0.22 -6.06 0.79
C -5.33 5.12 -1.77
C 4.05 -7.27 -3.29
C 6.56 5.13 -1.21
H -4.30 5.37 -1.52
H 0.37 -3.57 0.56
H 5.41 6.78 -1.97
H -1.77 4.08 -0.91
H 3.28 -6.09 3.33
H -0.81 -0.14 3.21
C 5.09 0.63 -3.02
O 6.21 1.36 -2.57
C 1.35 -3.53 0.09
H 2.98 -5.03 -4.16
C 9.76 1.55 -1.43
H 6.04 4.25 -1.59
H -2.43 -0.24 0.09
C 2.24 -5.79 -3.86
H 2.76 -4.71 -0.99
C -2.36 -1.62 -1.42
H -2.45 4.10 3.09
H 9.86 0.87 -0.58
H -3.72 2.63 4.47
H -1.50 4.60 4.60
O -8.59 -3.04 -1.99
H 4.57 -6.47 -2.77
O -0.57 -0.62 -0.62
H -9.33 -2.50 -3.72
H 5.18 8.08 1.58
H 0.44 -0.22 1.85
H -2.16 -2.41 -0.69
H 1.17 -2.82 -0.72
P 5.00 5.55 0.95
H -2.88 -7.98 0.28
H 5.73 8.82 -0.87
H 2.35 -2.23 -3.67
H -3.83 3.87 5.45
P 7.52 0.60 -2.09
H 5.75 -2.29 -0.97
H 5.71 -0.54 -4.69
H 4.30 -8.15 -2.70
H -0.28 5.31 2.64
H -1.68 -6.85 1.96
P 1.08 -6.83 1.38
H -5.26 4.16 -2.27
O -6.56 2.61 -0.50
O 1.05 -5.55 -4.02
P -6.10 3.86 0.45
H 1.07 -5.38 -0.93
H -6.89 6.00 1.76
N 2.59 -6.93 -3.22
O 7.08 -0.08 -0.68
H 6.62 5.99 -3.16
O 2.15 -5.69 0.79
H 0.61 3.96 1.85
H 5.09 -0.36 -2.57
O 5.20 5.53 2.41
H 4.53 -7.40 -4.26
H -5.07 1.27 -0.13
H 1.09 5.60 1.59
H -8.95 -5.15 -4.42
H 8.24 -1.10 0.48
H 0.66 -5.16 4.50
H -6.83 1.23 1.79
C 1.15 -0.45 -4.02
C -0.09 2.54 -0.16
H 4.24 1.24 -2.72
P 0.45 2.65 4.58
H 3.40 -4.40 3.99
H 11.30 2.53 -0.22
C -8.56 -2.46 0.92
C 0.22 -0.31 2.91
C 6.37 6.28 -2.14
O 2.06 0.00 -1.20
H 0.74 -0.04 -4.94
H 2.93 -5.73 5.04
H 5.83 1.19 -5.08
O 1.16 -6.52 3.03
```

SMILES: CCOP(=O)(OCC)OCC.CCOP(=O)(OCC)OCC.CCOP(=O)(OCC)OCC.CCOP(=O)(OCC)OCC.CCOP(=O)(OCC)OCC.CCOP(=O)(OCC)OCC.CCOP(=O)(OCC)OCC.CN(C)C=O
Relative energy (zero: lowest compared OMol25 entry of this formula, charge and spin), kJ/mol: 762.9
Total energy, eV: -174382.68750
2S+1: 1
Gap between HOMO and LUMO, eV: 9.5

Atomic partial charges in e from the Löwdin method, atoms 1 to 99:
1 H 0.074
2 H 0.082
3 H 0.064
4 C -0.068
5 H 0.120
6 H 0.080
7 C -0.062
8 C -0.059
9 H 0.108
10 H 0.050
11 H 0.115
12 P 0.491
13 H 0.095
14 O -0.269
15 C -0.257
16 O -0.257
17 C -0.252
18 H 0.085
19 H 0.051
20 H 0.096
21 H 0.116
22 H 0.043
23 H 0.079
24 H 0.065
25 H 0.049
26 H 0.070
27 C -0.344
28 H 0.123
29 H 0.075
30 H 0.084
31 O -0.210
32 O -0.166
33 C -0.263
34 H 0.082
35 H 0.080
36 H 0.114
37 H 0.056
38 H 0.059
39 C -0.053
40 H 0.124
41 H 0.071
42 C -0.088
43 H 0.089
44 C -0.060
45 C -0.079
46 H 0.078
47 O -0.199
48 O -0.231
49 H 0.074
50 C -0.049
51 H 0.085
52 H 0.081
53 O -0.216
54 O -0.204
55 H 0.119
56 O -0.221
57 C -0.051
58 C -0.284
59 O -0.195
60 H 0.073
61 C -0.213
62 H 0.112
63 C -0.234
64 H 0.083
65 H 0.113
66 C -0.296
67 C -0.035
68 H 0.073
69 H 0.115
70 C -0.081
71 C -0.255
72 P 0.597
73 C -0.049
74 H 0.072
75 O -0.208
76 O -0.240
77 H 0.077
78 C -0.016
79 O -0.237
80 H 0.123
81 H 0.081
82 H 0.125
83 H 0.084
84 O -0.229
85 H 0.100
86 O -0.174
87 C -0.060
88 H 0.121
89 O -0.165
90 H 0.054
91 C -0.047
92 H 0.111
93 H 0.092
94 H 0.064
95 C -0.075
96 C -0.230
97 H 0.101
98 H 0.076
99 C -0.305